A 12-piece molecular cluster, C48H96O22 overall at a distorted geometry, computed with wB97M-V/def2-TZVPD.

```
166
Properties=species:S:1:pos:R:3
C -1.248 7.352 -0.521
C -0.465 6.159 -1.064
O 0.662 5.932 -0.187
C 1.440 4.910 -0.503
O 1.287 4.180 -1.448
O 2.387 4.842 0.444
C 3.350 3.806 0.339
H -0.893 8.287 -0.950
H -1.084 7.364 0.556
H -2.297 7.213 -0.775
H -0.156 6.222 -2.107
H -1.054 5.239 -0.991
H 2.829 2.859 0.506
H 4.076 3.938 1.136
H 3.876 3.730 -0.612
C 4.113 0.377 1.996
C 5.047 -0.042 0.872
O 4.800 0.687 -0.328
C 3.733 0.444 -1.070
O 2.916 -0.417 -0.861
O 3.799 1.210 -2.139
C 2.701 1.221 -3.036
H 4.326 -0.130 2.933
H 3.109 0.127 1.648
H 4.134 1.452 2.166
H 5.079 -1.115 0.676
H 6.057 0.272 1.145
H 2.938 0.635 -3.923
H 2.470 2.253 -3.285
H 1.778 0.797 -2.634
C 0.457 -1.354 6.012
C 1.936 -1.404 5.671
O 2.329 -0.323 4.847
C 2.417 0.898 5.333
O 2.508 1.180 6.503
O 2.446 1.758 4.324
C 2.867 3.099 4.604
H -0.232 -1.272 5.170
H 0.217 -0.497 6.646
H 0.188 -2.236 6.596
H 2.132 -2.368 5.203
H 2.528 -1.392 6.587
H 3.840 3.129 5.087
H 2.123 3.558 5.256
H 2.823 3.576 3.629
C 2.371 -5.105 1.902
C 3.202 -3.870 1.723
O 4.120 -4.067 0.653
C 5.339 -4.546 0.835
O 5.934 -4.621 1.869
O 5.847 -5.042 -0.299
C 5.290 -4.662 -1.558
H 1.850 -5.392 0.989
H 1.528 -4.870 2.559
H 2.917 -5.924 2.365
H 3.657 -3.489 2.641
H 2.589 -3.013 1.428
H 4.443 -5.323 -1.731
H 6.038 -4.868 -2.320
H 5.013 -3.613 -1.619
C 2.330 -1.505 -6.409
C 1.144 -2.100 -7.169
O 0.053 -1.186 -7.308
C -0.679 -0.762 -6.263
O -1.480 0.107 -6.436
O -0.494 -1.417 -5.133
C -1.334 -1.243 -4.002
H 2.005 -0.790 -5.658
H 3.057 -1.097 -7.111
H 2.799 -2.361 -5.919
H 0.779 -2.932 -6.559
H 1.478 -2.507 -8.118
H -2.197 -1.909 -4.042
H -1.699 -0.225 -3.887
H -0.792 -1.554 -3.111
C -0.686 5.041 3.167
C -0.356 5.943 4.336
C -1.259 5.333 5.442
O -1.530 4.005 5.013
C -0.809 3.667 3.824
H 0.095 5.051 2.399
H -1.610 5.281 2.637
H -0.656 6.967 4.113
H 0.714 5.883 4.522
H -2.195 5.887 5.511
H -0.747 5.438 6.401
H -1.375 3.031 3.141
H 0.138 3.149 3.987
C -4.175 3.226 2.191
C -4.170 1.759 2.601
C -4.577 0.995 1.356
O -4.136 1.794 0.281
C -3.948 3.155 0.646
H -3.404 3.823 2.675
H -5.145 3.677 2.391
H -4.793 1.638 3.489
H -3.182 1.415 2.923
H -5.669 0.855 1.346
H -4.156 -0.008 1.281
H -4.753 3.791 0.268
H -2.958 3.408 0.270
C -2.816 -4.756 1.663
C -3.063 -5.662 2.864
C -1.800 -6.536 2.901
O -0.813 -5.757 2.242
C -1.301 -4.522 1.687
H -3.397 -3.837 1.734
H -3.019 -5.271 0.724
H -3.989 -6.231 2.776
H -3.146 -5.148 3.824
H -1.933 -7.457 2.327
H -1.439 -6.730 3.911
H -0.831 -4.312 0.727
H -0.948 -3.760 2.392
C -0.757 0.516 -0.330
C -0.834 -0.460 0.828
C 0.458 -0.179 1.534
O 0.538 1.238 1.515
C 0.072 1.682 0.233
H -1.733 0.796 -0.729
H -0.189 0.125 -1.182
H -0.993 -1.486 0.485
H -1.720 -0.208 1.419
H 1.324 -0.692 1.092
H 0.538 -0.550 2.562
H 0.956 1.942 -0.353
H -0.517 2.597 0.355
C -3.091 3.576 -3.288
C -1.785 2.854 -2.962
C -0.886 3.441 -4.064
O -1.259 4.819 -4.130
C -2.626 4.936 -3.794
H -3.755 3.561 -2.423
H -3.554 2.977 -4.079
H -1.852 1.772 -2.918
H -1.471 3.304 -2.013
H -1.136 2.955 -5.015
H 0.178 3.287 -3.902
H -3.259 5.253 -4.630
H -2.815 5.704 -3.034
C 0.820 -4.773 -1.819
C 1.423 -3.399 -1.526
C 1.906 -2.864 -2.881
O 1.479 -3.795 -3.859
C 1.417 -5.040 -3.216
H -0.263 -4.758 -1.939
H 1.107 -5.562 -1.126
H 2.255 -3.385 -0.828
H 0.648 -2.753 -1.104
H 2.993 -2.693 -2.870
H 1.595 -1.878 -3.240
H 2.424 -5.480 -3.147
H 0.838 -5.748 -3.812
C -5.131 -2.717 -2.918
C -4.829 -1.487 -2.122
C -4.038 -2.012 -0.933
O -3.235 -3.044 -1.493
C -3.927 -3.618 -2.614
H -5.239 -2.490 -3.977
H -6.018 -3.214 -2.519
H -5.741 -0.937 -1.883
H -4.195 -0.798 -2.689
H -4.746 -2.309 -0.146
H -3.457 -1.204 -0.485
H -4.216 -4.622 -2.294
H -3.264 -3.675 -3.480
```

E_tot in eV: -96374.855
HOMO-LUMO gap in eV: 9.98
HOMO level in hartree: -0.3504
Energy above the lowest of the compared OMol25 structures with the same formula, charge and spin in kJ/mol: 0.0
Lowest unoccupied orbital energy in eV: 0.4
2S+1: 1



A 14-piece molecular cluster, C48H96O26S4 overall at a distorted geometry, computed with wB97M-V/def2-TZVPD.

```
174
Properties=species:S:1:pos:R:3
C -2.034 0.436 -6.523
C -2.995 -0.246 -5.612
C -2.041 -1.089 -4.811
O -0.985 -0.208 -4.547
C -0.838 0.710 -5.635
H -2.472 1.346 -6.933
H -1.770 -0.180 -7.382
H -3.828 -0.711 -6.140
H -3.388 0.483 -4.903
H -1.536 -1.914 -5.314
H -2.503 -1.632 -3.987
H 0.113 0.672 -6.166
H -0.985 1.724 -5.264
C -0.959 2.114 5.912
C -1.219 0.691 5.308
C -0.088 -0.158 5.703
O 0.889 0.773 6.286
C 0.608 2.125 5.874
H -1.368 2.188 6.919
H -1.383 2.923 5.317
H -1.546 0.636 4.270
H -2.069 0.175 5.755
H 0.356 -0.597 4.809
H -0.274 -1.013 6.352
H 1.035 2.312 4.889
H 1.082 2.821 6.566
C 2.982 -0.199 -2.557
C 3.197 -0.133 -4.041
C 4.350 0.797 -4.176
O 5.161 0.415 -3.064
C 4.399 -0.151 -1.989
H 2.560 -1.156 -2.250
H 2.356 0.601 -2.162
H 2.342 0.247 -4.601
H 3.367 -1.133 -4.441
H 4.101 1.840 -3.980
H 4.960 0.896 -5.074
H 4.451 0.465 -1.091
H 4.797 -1.121 -1.688
C 3.793 -3.789 6.033
C 4.584 -3.132 7.065
C 3.782 -1.940 7.427
O 3.325 -1.508 6.116
C 3.277 -2.626 5.232
H 3.020 -4.410 6.486
H 4.471 -4.472 5.522
H 5.572 -2.818 6.730
H 4.702 -3.895 7.835
H 4.332 -1.142 7.927
H 2.968 -2.166 8.115
H 3.984 -2.500 4.413
H 2.247 -2.703 4.884
C 3.438 -3.163 0.611
C 2.428 -4.065 1.375
C 3.135 -4.861 2.407
O 4.506 -4.414 2.286
C 4.819 -3.786 0.970
H 3.339 -2.130 0.945
H 3.314 -3.168 -0.472
H 1.792 -4.711 0.770
H 1.622 -3.564 1.913
H 3.139 -5.911 2.116
H 2.830 -4.813 3.452
H 5.128 -4.593 0.305
H 5.572 -3.019 1.151
C -6.675 -2.531 -1.519
C -5.737 -2.669 -2.704
C -6.691 -2.880 -3.906
O -7.993 -2.453 -3.460
C -7.840 -1.780 -2.246
H -6.289 -2.048 -0.621
H -6.803 -3.583 -1.264
H -4.977 -3.451 -2.697
H -5.222 -1.715 -2.819
H -6.714 -3.904 -4.279
H -6.374 -2.299 -4.772
H -8.756 -1.845 -1.659
H -7.691 -0.704 -2.340
C -3.383 -3.528 4.017
C -3.069 -4.015 2.647
C -1.556 -4.118 2.617
O -1.101 -3.690 3.931
C -2.095 -2.815 4.456
H -3.405 -4.378 4.699
H -4.285 -2.923 4.105
H -3.357 -3.256 1.920
H -3.535 -4.979 2.449
H -1.200 -3.476 1.811
H -1.207 -5.135 2.441
H -2.038 -1.809 4.040
H -1.853 -2.756 5.517
C 2.099 4.691 -2.171
C 0.880 4.094 -2.889
C 1.452 3.554 -4.199
O 2.800 3.898 -4.289
C 3.278 4.180 -2.902
H 2.082 4.554 -1.089
H 2.019 5.776 -2.241
H 0.141 4.887 -3.009
H 0.540 3.270 -2.262
H 0.918 3.848 -5.103
H 1.346 2.471 -4.252
H 3.921 5.043 -2.733
H 3.706 3.282 -2.455
C 1.028 -4.674 -2.045
C 0.001 -5.548 -2.627
C 0.756 -5.881 -3.887
O 1.456 -4.705 -4.360
C 1.483 -3.854 -3.183
H 1.886 -5.183 -1.608
H 0.679 -4.042 -1.228
H -0.909 -4.967 -2.779
H -0.280 -6.483 -2.143
H 0.112 -6.319 -4.650
H 1.463 -6.678 -3.656
H 0.796 -3.040 -3.416
H 2.449 -3.374 -3.025
C 1.821 6.217 1.892
C 3.069 6.380 1.168
C 2.900 7.818 0.585
O 1.524 8.142 0.558
C 0.954 7.485 1.703
H 1.979 5.907 2.925
H 1.366 5.354 1.405
H 3.222 5.571 0.454
H 3.975 6.324 1.772
H 3.315 7.799 -0.423
H 3.306 8.580 1.250
H -0.109 7.247 1.676
H 0.978 8.145 2.570
C -3.391 4.001 -5.679
C -4.627 4.718 -5.108
O -4.282 5.031 -3.757
S -3.651 3.693 -3.050
O -4.633 2.636 -2.918
O -2.800 3.954 -1.855
O -2.802 3.386 -4.476
H -2.670 4.684 -6.127
H -3.746 3.187 -6.312
H -5.578 4.195 -5.213
H -4.761 5.627 -5.693
C -3.693 1.068 2.248
C -3.728 2.521 1.713
O -4.603 2.386 0.566
S -5.209 0.830 0.261
O -4.294 0.054 -0.590
O -6.631 0.889 -0.089
O -4.963 0.491 1.876
H -3.663 1.016 3.336
H -2.880 0.495 1.801
H -2.747 2.805 1.331
H -4.110 3.372 2.278
C 3.501 0.878 3.953
C 3.645 -0.155 2.800
O 3.883 0.602 1.609
S 3.385 2.213 1.696
O 2.190 2.382 0.901
O 4.541 3.156 1.559
O 3.062 2.053 3.296
H 4.437 1.048 4.485
H 2.777 0.495 4.672
H 2.729 -0.707 2.590
H 4.404 -0.932 2.894
C -1.331 -0.604 -1.289
C -1.017 0.926 -1.179
O -0.099 1.160 -0.115
S 0.187 -0.247 0.713
O 0.097 -0.102 2.193
O 1.310 -1.032 0.152
O -1.232 -0.920 0.071
H -0.489 -0.879 -1.924
H -2.338 -0.791 -1.660
H -1.980 1.360 -0.909
H -0.697 1.588 -1.984
```

E_tot in eV: -147894.980
HOMO-LUMO gap in eV: 9.06
HOMO level in hartree: -0.3272
Energy above the lowest of the compared OMol25 structures with the same formula, charge and spin in kJ/mol: 117.9
Lowest unoccupied orbital energy in eV: 0.2
2S+1: 1